(1)
Entry from the Open Molecules 2025 dataset: CH3N5S in the gas phase at a distorted geometry (ωB97M-V/def2-TZVPD).

```
10
Properties=species:S:1:pos:R:3:nbo_charge:R:1
H 1.65 -1.56 -1.45 0.36
N -1.34 0.52 0.39 -0.27
N 1.63 -0.74 -0.85 -0.67
H -1.89 1.35 0.40 0.39
H 0.97 0.06 2.28 0.10
C 0.44 -0.36 -0.68 0.46
S 1.00 1.17 1.57 0.23
N 0.05 0.70 0.18 -0.42
N -1.74 -0.30 -0.64 0.06
N -0.77 -0.85 -1.20 -0.24
```

Summary:
Calculated total energy: -19368.3889 eV
Spin multiplicity: 1
Gap between HOMO and LUMO: 9.415 eV
HOMO level: -9.39 eV
Energy above the lowest of the compared OMol25 structures with the same formula, charge and spin: 17.82 kcal/mol
SMILES: [H]/N=c1\nn[nH]n1S


(2)
Entry from the Open Molecules 2025 dataset: 2 unconnected molecules or ions with the total composition C2F3NOS at a distorted geometry (ωB97M-V/def2-TZVPD).

```
8
Properties=species:S:1:pos:R:3:nbo_charge:R:1
C -1.15 -1.63 1.55 0.04
F -1.09 0.92 -1.18 -0.27
S 1.06 -0.57 -0.51 1.30
O 1.94 -0.08 0.52 -0.67
N -0.89 -2.39 2.35 -0.51
F 0.50 2.10 -0.58 -0.28
C 0.23 0.92 -1.13 0.72
F 0.66 1.15 -2.48 -0.34
```

Summary:
Calculated total energy: -24592.8851 eV
Spin multiplicity: 1
Gap between HOMO and LUMO (alpha / beta): 5.465 / 5.450 eV
HOMO level (alpha / beta): -10.49 / -10.49 eV
Energy above the lowest of the compared OMol25 structures with the same formula, charge and spin: 89.76 kcal/mol


(3)
Entry from the Open Molecules 2025 dataset: a molecular structure, C54H70N3O4SeZr at a distorted geometry (ωB97M-V/def2-TZVPD).

```
133
Properties=species:S:1:pos:R:3:lowdin_charge:R:1
H -0.38 -1.35 5.48 0.09
C 1.33 -1.84 0.22 -0.37
C -1.03 4.61 -1.56 -0.10
H -1.36 2.81 4.85 0.07
C -1.54 2.27 -1.05 -0.24
O -0.87 0.21 1.85 -0.32
C -1.18 -5.61 1.67 -0.04
H -5.28 0.68 1.09 0.11
C -1.01 -0.88 -3.28 -0.31
C 0.25 0.54 2.53 -0.33
H 4.71 -5.94 2.34 0.09
H 0.13 4.81 4.63 0.07
C -0.55 -0.38 5.95 -0.04
H -1.68 3.86 -9.48 0.11
C 1.36 -4.53 0.56 0.02
H 2.96 -6.06 2.21 0.08
C -2.24 0.26 4.26 -0.06
C -0.39 -2.15 -5.73 -0.07
C -1.11 -4.86 0.34 -0.53
H 4.97 -6.24 -0.15 0.09
H -4.58 4.58 -7.44 0.10
O -1.37 -0.28 -2.20 -0.25
H -4.38 4.12 -1.55 0.11
H 3.45 -1.91 0.40 0.10
C 2.65 0.99 2.38 -0.06
H -4.95 1.95 -0.88 0.13
C 2.69 1.29 3.73 -0.18
C 3.76 3.17 4.98 -0.04
H 4.13 -5.17 -1.27 0.09
H -0.30 -2.69 -2.35 0.10
C 2.54 -2.49 0.40 -0.06
H -0.29 5.38 -1.71 0.10
C -3.98 1.52 -1.17 -0.15
H -0.05 -6.49 -0.68 0.08
H -5.34 -0.70 -1.07 0.11
N -3.69 0.37 -0.28 -0.37
H -0.19 -2.68 -6.65 0.11
C 1.44 0.62 1.80 -0.39
H -2.17 -0.70 3.75 0.08
Zr -1.38 0.17 -0.08 1.72
H -3.75 -1.19 -1.70 0.09
H -1.37 -0.48 6.66 0.09
C 4.06 -5.66 -0.30 -0.04
H 5.36 0.75 3.09 0.09
H 4.65 3.50 5.53 0.09
H 5.99 -4.30 1.02 0.09
H -3.78 1.59 1.44 0.08
H 2.91 3.23 5.66 0.08
C -0.45 -2.18 -3.29 0.02
H 0.96 4.70 1.66 0.12
C 1.50 1.17 4.45 0.01
H -1.30 -4.92 2.51 0.09
H -4.10 1.11 -2.18 0.12
N -1.69 3.12 2.02 0.21
H -3.92 3.76 -8.88 0.10
H 3.68 -4.65 2.99 0.09
C -0.91 0.68 4.89 -0.52
H 1.37 -5.60 0.69 0.10
H 1.29 3.45 2.85 0.09
H -3.24 -4.94 0.14 0.09
C 0.59 4.25 2.59 -0.20
C -1.72 3.05 -7.49 -0.22
C 0.11 2.78 -9.02 -0.06
H -3.86 -0.16 1.76 0.09
C 3.96 1.74 4.45 -0.55
C 5.17 1.74 3.51 -0.06
H -2.51 -3.64 -0.82 0.07
H 1.81 1.68 -8.30 0.11
C -0.93 -5.86 -0.81 -0.04
C -1.14 2.03 5.58 -0.04
H 0.43 3.12 -1.15 0.08
H 0.54 2.97 -9.99 0.11
C -1.15 -0.19 -4.54 -0.11
C -1.01 2.29 -6.55 -0.16
C -1.59 1.15 -4.41 0.05
H -0.84 -5.35 -1.77 0.08
H 3.47 0.82 6.37 0.08
H 5.02 -2.97 1.63 0.09
H -2.12 2.96 -4.97 0.17
H -2.71 5.91 -1.87 0.10
C -3.67 4.32 -7.97 -0.05
H -2.58 1.01 3.54 0.05
H 3.59 3.87 4.16 0.08
H 5.22 -3.20 -0.11 0.09
H -1.97 1.42 -3.43 0.12
C 0.27 0.79 3.91 -0.08
C -3.32 3.89 -1.48 -0.05
C -0.86 -0.87 -5.75 -0.03
H 4.36 -0.23 5.28 0.09
C 0.47 5.28 3.71 -0.08
H 1.53 1.39 5.51 0.11
C -4.19 0.64 1.09 -0.06
C -2.90 2.59 -1.20 -0.28
C -1.15 3.29 -8.73 0.00
H 1.45 5.73 3.90 0.08
H 3.53 1.03 1.77 0.10
C -0.16 -2.78 -4.49 -0.04
C 2.58 -3.86 0.59 -0.16
C 3.87 -4.63 0.82 -0.56
C -2.39 4.90 -1.66 -0.09
H -1.03 -0.37 -6.69 0.11
H 3.23 -6.37 -0.34 0.08
H -0.22 6.07 3.44 0.08
C -0.63 3.31 -1.25 -0.15
C -0.68 3.62 2.27 -0.20
H 0.81 1.27 -6.08 0.13
N -1.61 2.14 -5.27 0.16
O -1.03 -1.85 0.00 -0.31
C 0.12 -3.93 0.37 -0.08
Se 1.40 0.08 -0.04 1.17
H 5.19 1.08 6.11 0.09
H 0.35 -0.11 6.51 0.08
H -4.23 -1.66 -0.06 0.09
O -2.92 3.50 -7.07 -0.08
H -2.04 -6.29 1.67 0.09
H 5.05 2.45 2.69 0.09
H -2.68 -3.46 0.93 0.08
C 0.10 -2.53 0.21 -0.34
C 5.09 -3.71 0.84 -0.07
H -0.30 -6.22 1.86 0.08
H 0.24 -3.79 -4.48 0.12
H -1.98 1.96 6.26 0.09
H -0.27 2.35 6.17 0.08
C 0.82 2.05 -8.08 -0.07
H -1.80 -6.53 -0.86 0.09
C 4.26 0.80 5.62 -0.04
C -2.46 -4.17 0.13 -0.07
H -3.12 5.22 -8.23 0.10
H -2.98 0.18 5.05 0.09
H 6.06 2.03 4.07 0.09
C 0.26 1.81 -6.83 -0.02
C -4.30 -0.87 -0.81 -0.06
C 3.80 -5.36 2.17 -0.04
```

Summary:
Calculated total energy: -136420.1103 eV
Spin multiplicity: 1
Gap between HOMO and LUMO: 6.717 eV
HOMO level: -9.90 eV
Energy above the lowest of the compared OMol25 structures with the same formula, charge and spin: 34.48 kcal/mol
Net charge: +1


(4)
Entry from the Open Molecules 2025 dataset: a molecular structure, C28H36FN6O9SScSe at a distorted geometry (ωB97M-V/def2-TZVPD).

```
83
Properties=species:S:1:pos:R:3:lowdin_charge:R:1
H -2.55 -0.44 0.23 0.08
H -2.66 -2.60 -6.43 0.08
N 5.47 0.33 -2.44 -0.14
F -5.88 1.61 5.46 0.07
C -2.26 -2.64 -3.06 -0.04
C -0.63 -4.34 0.82 -0.04
H 0.63 1.47 4.56 0.05
H -1.72 -4.29 0.79 0.07
H -0.43 0.19 3.92 0.03
C -2.87 -2.82 -4.30 -0.11
H -3.77 1.04 -2.45 0.06
H -3.46 1.73 4.46 0.15
O -4.66 2.89 0.39 0.09
H 2.82 2.13 3.64 0.05
H 3.09 3.55 -2.52 0.09
H -2.37 2.86 1.24 0.14
C 6.08 2.39 -2.93 -0.09
C -4.27 1.98 3.79 0.05
H -1.93 2.73 2.93 0.14
H 7.37 0.72 -3.43 0.10
N -6.20 2.50 1.99 0.21
C 3.22 -2.23 2.99 -0.04
H 3.43 0.46 3.73 0.01
H 0.66 -1.30 -4.05 0.12
C 5.46 -1.11 -2.30 -0.05
H 3.89 3.69 -0.94 0.09
H 4.60 -1.53 -2.83 0.09
Se 2.95 0.66 -1.19 0.92
H 1.13 -0.24 4.67 0.04
C 4.06 3.61 -2.02 -0.05
C -0.33 -1.73 -4.13 -0.02
H 6.62 3.25 -3.28 0.10
O -0.67 0.27 -1.63 -0.09
C -2.61 0.55 -0.21 -0.12
Sc 0.66 -0.18 0.03 0.51
H -2.70 -0.02 -3.38 0.06
H 4.13 -2.63 2.53 0.08
S 1.40 0.63 2.46 0.75
C -2.52 2.26 2.14 -0.02
H 3.01 -2.85 3.87 0.07
C 0.60 0.50 4.07 -0.23
O -2.29 0.02 2.79 0.08
C -0.92 -1.91 -5.37 -0.10
H -2.78 -2.92 -2.16 0.11
H -3.68 0.79 -0.34 0.07
C 0.95 -3.00 2.29 -0.04
C 4.48 1.16 -2.01 -0.71
C -0.36 -1.91 -1.60 -0.54
C -4.88 2.57 1.54 -0.46
N -3.93 2.32 2.50 0.03
H -0.39 -1.62 -6.26 0.09
H -3.86 -3.25 -4.35 0.09
H -6.90 2.70 1.30 0.16
H 3.63 1.40 2.23 0.05
H 3.43 -1.24 3.34 0.02
C -6.63 2.23 3.28 -0.42
H 6.38 -1.52 -2.73 0.08
C -2.73 0.84 -2.71 0.00
C -5.55 1.93 4.20 -0.20
H -2.32 1.72 -3.22 0.08
O -1.09 0.61 0.90 -0.30
H 5.40 -1.39 -1.25 0.09
H -0.33 -5.12 1.52 0.06
O -7.80 2.25 3.59 0.06
C -1.96 0.81 1.94 -0.54
H -0.26 -4.60 -0.17 0.08
C 2.98 1.21 3.08 -0.24
C -0.98 -2.09 -2.96 -0.13
C -1.91 0.54 -1.49 -0.37
C 6.46 1.10 -3.01 -0.09
O 0.54 1.72 -0.03 -0.54
O 0.89 -1.64 -1.66 -0.14
H 4.59 4.49 -2.36 0.08
C -2.20 -2.46 -5.46 -0.13
O 2.23 -1.56 0.93 -0.24
H -1.96 1.42 0.53 0.12
C 2.07 -2.25 2.00 -0.54
N -1.14 -2.07 -0.54 0.08
H 0.83 -3.61 3.18 0.08
O 0.76 1.81 1.74 -0.55
N 4.84 2.43 -2.31 -0.14
N -0.37 -1.91 0.66 0.00
C -0.06 -3.01 1.24 -0.32
```

Summary:
Calculated total energy: -156578.4032 eV
Spin multiplicity: 1
Gap between HOMO and LUMO (alpha / beta): 2.230 / 2.229 eV
HOMO level (alpha / beta): 1.78 / 1.79 eV
Energy above the lowest of the compared OMol25 structures with the same formula, charge and spin: 360.90 kcal/mol
Net charge: -2


(5)
Entry from the Open Molecules 2025 dataset: 2 unconnected molecules or ions with the total composition C5H9NO at a distorted geometry (ωB97M-V/def2-TZVPD).

```
16
Properties=species:S:1:pos:R:3:nbo_charge:R:1
H -0.48 -2.00 -0.15 0.22
C 0.50 -0.15 -0.77 0.13
C 0.10 -1.11 0.08 -0.31
N 1.13 0.86 0.02 -0.54
H -0.63 -0.27 -2.64 0.23
O -2.75 0.26 0.53 -0.94
H 1.04 -0.36 -2.78 0.23
H 0.38 -1.35 2.31 0.23
H 1.56 1.72 -0.25 0.41
H 0.22 1.23 -2.38 0.22
C 1.04 0.45 1.35 -0.07
H -2.50 -0.55 0.06 0.47
C 0.28 0.16 -2.19 -0.65
C 0.51 -0.78 1.40 -0.31
H -1.90 0.72 0.64 0.47
H 1.47 1.14 2.06 0.21
```

Summary:
Calculated total energy: -8868.1397 eV
Spin multiplicity: 1
Gap between HOMO and LUMO: 9.285 eV
HOMO level: -8.43 eV
Energy above the lowest of the compared OMol25 structures with the same formula, charge and spin: 24.74 kcal/mol
SMILES: Cc1ccc[nH]1.O


(6)
Entry from the Open Molecules 2025 dataset: a molecular structure, C5H8N at a distorted geometry (ωB97M-V/def2-TZVPD).

```
14
Properties=species:S:1:pos:R:3:nbo_charge:R:1
C -0.64 -0.89 0.40 -0.48
H -2.63 -1.34 0.41 0.25
C 1.64 0.15 -0.10 -0.61
C -2.08 -0.51 0.25 0.18
N -2.54 0.57 -0.27 -0.24
H 1.79 -0.16 -1.09 0.26
H -0.19 -1.67 -0.17 0.29
H 1.96 -0.76 0.52 0.25
H -1.82 1.39 -0.37 0.28
H -0.34 -1.04 1.36 0.28
H 2.19 0.98 0.13 0.25
H -0.40 2.53 -0.47 0.32
C 0.16 0.32 -0.02 0.04
C -0.50 1.43 -0.21 -0.05
```

Summary:
Calculated total energy: -6792.8405 eV
Spin multiplicity: 1
Gap between HOMO and LUMO: 9.322 eV
HOMO level: -15.82 eV
Energy above the lowest of the compared OMol25 structures with the same formula, charge and spin: 121.02 kcal/mol
Net charge: +1


(7)
Entry from the Open Molecules 2025 dataset: a molecular structure, C31H28As2FeNO6P2S5 (ωB97M-V/def2-TZVPD).

```
76
Properties=species:S:1:pos:R:3:lowdin_spin:R:1
O 0.51 0.93 -0.53 0.01
H -1.50 -6.00 1.44 0.00
C 3.07 4.09 -1.00 0.00
H 5.14 2.76 1.96 0.00
H -0.75 -1.17 -3.51 0.00
H 4.15 5.93 -0.76 0.00
S 0.53 -0.94 5.52 0.01
C -1.22 -3.19 -0.41 -0.01
H 2.46 4.43 -1.83 0.00
C -5.98 0.89 -3.13 0.00
C 0.56 -1.77 -1.92 -0.01
H 0.82 -1.76 -5.30 0.00
H -2.43 5.52 -1.86 0.00
H -0.54 -3.76 1.54 0.00
S -1.93 -2.86 3.72 0.00
C -1.07 -4.07 0.65 0.00
H -4.67 2.06 -1.90 0.00
C -4.75 1.19 -2.54 0.00
H 5.50 5.08 1.13 0.00
H -3.63 -1.86 -0.55 0.00
C -1.94 -3.61 -1.53 0.00
C 2.71 -2.61 -2.63 0.00
H 2.12 -2.41 -0.58 0.00
C 4.01 4.92 -0.40 0.00
C 3.62 2.34 0.54 0.00
H -3.03 -5.19 -2.48 0.00
H 2.06 0.71 -3.39 0.00
H -2.63 1.41 0.87 0.00
C -2.81 4.69 0.08 0.00
C -2.86 3.53 0.84 0.00
H -2.74 -6.75 -0.57 0.00
C -2.23 3.39 -1.85 0.00
O 2.49 0.72 -2.52 0.00
H 3.06 -2.67 -4.74 0.00
C -3.12 -0.98 -0.15 0.00
S -0.86 0.22 2.38 -0.12
C -1.62 -5.34 0.59 0.00
P -1.95 0.68 -2.04 0.00
N -1.93 -0.66 -0.97 -0.01
C -2.31 -5.76 -0.53 0.00
C 4.57 3.15 1.13 0.00
C 4.77 4.44 0.66 0.00
H 3.69 -2.99 -2.37 0.00
C 2.36 -2.42 -3.95 0.00
C -6.11 -0.23 -3.94 0.00
H -2.93 -1.37 -3.76 0.00
H -1.91 3.34 -2.89 0.00
C -5.00 -1.04 -4.16 0.00
H -3.81 -0.14 -0.17 0.00
O 2.09 0.94 2.07 0.00
C 2.87 2.79 -0.54 0.00
C 0.21 -1.59 -3.25 0.00
H -2.83 -1.17 0.89 0.00
O 0.80 2.83 -2.55 0.00
C -2.30 2.21 -1.10 0.00
P -0.51 -1.47 -0.47 -0.04
Fe 0.85 -0.33 1.04 1.22
O 2.98 -0.19 0.20 0.00
S 1.34 -2.13 2.25 -0.06
H -5.09 -1.92 -4.79 0.00
H -3.06 3.58 1.90 0.00
C -2.50 4.61 -1.27 0.00
H -2.08 -2.93 -2.36 0.00
C -3.78 -0.73 -3.58 0.00
C 1.82 -2.28 -1.62 0.00
H -6.83 1.52 -2.94 0.00
C -3.64 0.39 -2.76 0.00
O 4.51 0.44 2.04 0.00
C -2.61 2.30 0.25 0.00
H -3.00 5.65 0.54 0.00
C 1.11 -1.91 -4.27 0.00
As 1.53 1.81 -1.52 0.00
C -2.48 -4.88 -1.60 0.00
H -7.06 -0.47 -4.39 0.00
As -0.31 -1.50 3.68 0.00
S 3.33 0.74 1.29 0.00
```

Summary:
Calculated total energy: -275200.4361 eV
Spin multiplicity: 2
Gap between HOMO and LUMO (alpha / beta): 5.883 / 5.883 eV
HOMO level (alpha / beta): -1.84 / -1.84 eV
Energy above the lowest of the compared OMol25 structures with the same formula, charge and spin: 0.00 kcal/mol
Net charge: -2


(8)
Entry from the Open Molecules 2025 dataset: C6H6S in the gas phase at a distorted geometry (ωB97M-V/def2-TZVPD).

```
13
Properties=species:S:1:pos:R:3:nbo_charge:R:1
C -0.14 2.03 -0.80 0.31
C 0.11 1.75 0.61 -0.58
S 2.64 -0.16 0.19 -0.02
C -1.08 -0.57 -0.37 -0.37
C -0.10 0.58 -0.25 -0.38
C 1.03 -0.37 -0.17 0.03
H 0.03 -2.22 0.76 0.24
H 1.15 1.98 0.88 0.30
H -0.58 2.05 1.43 0.27
H -1.51 -0.59 -1.47 0.22
C 0.13 -1.58 -0.22 -0.48
H 0.30 -2.22 -1.01 0.24
H -1.97 -0.68 0.41 0.23
```

Summary:
Calculated total energy: -17148.0840 eV
Spin multiplicity: 1
Gap between HOMO and LUMO: 7.769 eV
HOMO level: -8.81 eV
Energy above the lowest of the compared OMol25 structures with the same formula, charge and spin: 145.80 kcal/mol